{"formula": "C15H28N4Si2Tl", "method": "ωB97M-V/def2-TZVPD", "species": ["Tl", "C", "Si", "C", "C", "N", "C", "C", "C", "C", "C", "C", "N", "Si", "C", "C", "C", "H", "H", "H", "H", "H", "H", "H", "H", "H", "H", "H", "H", "H", "H", "H", "H", "H", "H", "H", "H", "H", "H", "C", "N", "C", "C", "N", "H", "H", "H", "H", "H", "H"], "xyz": [[9.654, 9.864, 6.035], [6.261, 8.818, 6.058], [7.323, 7.374, 5.529], [6.764, 7.301, 3.729], [6.686, 6.065, 6.659], [8.954, 7.690, 5.677], [10.001, 6.861, 5.394], [9.841, 5.537, 5.031], [10.884, 4.614, 5.168], [12.088, 4.962, 5.698], [12.311, 6.337, 5.848], [11.299, 7.326, 5.651], [11.662, 8.676, 5.757], [13.178, 9.447, 5.529], [13.010, 11.286, 5.875], [14.694, 8.843, 6.453], [13.703, 9.319, 3.703], [5.359, 8.274, 6.242], [6.208, 9.421, 5.148], [6.677, 9.348, 6.950], [5.658, 7.299, 3.687], [7.180, 6.577, 3.023], [7.065, 8.247, 3.347], [5.842, 5.456, 6.235], [6.279, 6.365, 7.714], [7.504, 5.324, 6.905], [8.968, 5.243, 4.440], [10.824, 3.592, 4.752], [12.928, 4.331, 5.775], [13.332, 6.610, 5.890], [12.925, 11.459, 6.928], [12.081, 11.715, 5.368], [13.995, 11.658, 5.578], [14.578, 8.550, 7.523], [15.410, 9.676, 6.489], [15.156, 8.003, 5.934], [13.870, 8.242, 3.545], [14.580, 9.870, 3.392], [12.926, 9.605, 2.967], [7.481, 13.742, 6.738], [7.144, 14.091, 5.372], [7.201, 13.053, 4.327], [6.757, 15.299, 5.065], [6.264, 16.345, 5.050], [8.548, 13.598, 6.767], [6.992, 12.833, 7.057], [7.120, 14.461, 7.410], [6.205, 12.625, 4.055], [7.924, 12.314, 4.724], [7.506, 13.547, 3.390]], "atomic_forces_ev_per_a": [[0.31, 0.01, -0.04], [1.50, 0.40, 0.01], [-0.42, 0.66, -0.14], [-0.70, -1.04, 0.07], [-0.68, -2.35, 2.16], [0.30, 1.08, -0.48], [-0.48, 0.45, 1.27], [0.51, -1.33, -1.04], [-0.95, -1.59, -0.78], [-0.01, 2.33, -0.28], [-1.37, -0.20, -0.75], [3.50, -0.46, 0.47], [-1.06, 0.05, 0.14], [-1.09, -0.15, -0.68], [-0.85, -0.37, -0.59], [0.32, 0.00, 1.09], [-0.71, -0.51, -0.31], [-0.98, 0.26, 0.32], [-0.34, 0.53, 0.46], [-0.67, -0.28, -0.73], [0.37, -0.22, -0.13], [-0.15, -0.23, 0.29], [0.34, 1.06, -0.34], [0.68, 0.45, 0.14], [0.84, 0.03, -1.93], [-0.74, 0.57, -0.35], [-0.08, 0.02, 0.64], [-0.51, 0.50, 0.36], [0.62, -0.97, 0.08], [0.86, 0.68, 0.66], [-0.20, 0.20, 0.76], [1.59, -0.25, 0.41], [-0.39, 0.59, -0.36], [-0.28, 0.09, -0.74], [0.07, -0.13, -0.24], [0.10, 0.02, -0.01], [0.16, 0.20, -0.17], [0.54, 0.08, 0.19], [0.05, -0.10, 0.58], [0.22, -0.87, -0.85], [-0.14, -1.04, -0.95], [-0.13, 0.47, -0.07], [-0.99, 0.29, 1.05], [0.24, 0.64, -0.62], [0.46, -0.04, 0.57], [-0.11, -0.56, -0.29], [-0.12, 1.40, 0.78], [0.61, 0.00, 0.79], [-0.48, 0.07, -0.81], [0.46, -0.42, 0.38]], "homo_energy_ev": -3.409, "total_charge": -1, "orbital_gap_ev": 5.981, "largest_force_ha_per_bohr": 0.0693, "e_tot_ha": -1558.93644}